Density functional theory data (ωB97M-V with the def2-TZVPD basis set) for a structure of composition C45H32BCoF4I2NO2P2 in a non-equilibrium geometry.

Structure (ORCA input):
```
! RIJCOSX wB97M-V def2-TZVPD def2/J DEFGRID3
* xyz 0 2
Co -0.2564 -0.7234 0.0862
O 2.1804 1.7185 0.3794
C 3.3645 1.3296 -0.1882
C 4.4137 2.1703 -0.5369
C 5.5802 1.6178 -1.0466
C 5.7047 0.2490 -1.2276
C 4.6293 -0.5723 -0.9349
C 3.4516 -0.0411 -0.4212
P 2.0169 -1.1312 -0.1348
C 2.1823 -2.2204 -1.5790
C 2.6330 -3.5296 -1.5075
C 2.6573 -4.3154 -2.6535
C 2.2306 -3.7960 -3.8636
C 1.7856 -2.4799 -3.9401
C 1.7586 -1.6964 -2.8010
C 2.4623 -2.1018 1.3294
C 1.6357 -3.1789 1.6623
C 1.8485 -3.8752 2.8397
C 2.8710 -3.4943 3.6992
C 3.6894 -2.4221 3.3749
C 3.4849 -1.7217 2.1929
C 1.6568 2.9730 0.2034
C 2.3187 4.1320 0.5890
C 1.7356 5.3629 0.3409
C 0.4877 5.4370 -0.2658
C -0.1996 4.2717 -0.5552
C 0.3715 3.0214 -0.3144
P -0.7133 1.5257 -0.3732
C -1.7840 2.0860 1.0082
C -1.1661 2.0384 2.2601
C -1.8403 2.4582 3.3931
C -3.1505 2.9115 3.2955
C -3.7635 2.9813 2.0547
C -3.0793 2.5856 0.9105
C -1.5603 1.7917 -1.9695
C -2.9079 1.5127 -2.1947
C -3.4511 1.6362 -3.4679
C -2.6524 2.0163 -4.5355
C -1.3029 2.2715 -4.3278
C -0.7629 2.1622 -3.0560
H 4.3398 3.2407 -0.4340
H 6.4001 2.2767 -1.3036
H 6.6227 -0.1712 -1.6174
H 4.6883 -1.6374 -1.1242
H 2.9391 -3.9483 -0.5565
H 2.9850 -5.3456 -2.5902
H 2.2234 -4.4197 -4.7490
H 1.4372 -2.0770 -4.8829
H 1.3836 -0.6776 -2.8508
H 0.8319 -3.4757 0.9970
H 1.2047 -4.7085 3.0923
H 3.0230 -4.0298 4.6285
H 4.4872 -2.1254 4.0446
H 4.1228 -0.8811 1.9480
H 3.2609 4.0694 1.1165
H 2.2549 6.2668 0.6345
H 0.0364 6.3991 -0.4746
H -1.2053 4.3236 -0.9565
H -0.1564 1.6508 2.3487
H -1.3493 2.4147 4.3575
H -3.6890 3.2095 4.1869
H -4.7773 3.3531 1.9679
H -3.5616 2.6989 -0.0480
H -3.5414 1.1832 -1.3864
H -4.5019 1.4252 -3.6257
H -3.0769 2.1062 -5.5281
H -0.6697 2.5500 -5.1613
H 0.2902 2.3745 -2.9022
I -0.7330 -0.9651 5.1975
C -2.1910 -0.9746 3.7084
C -3.5559 -1.0282 4.0356
C -4.5082 -1.1094 3.0555
I -6.5261 -1.1328 3.6154
C -4.1325 -1.1528 1.6892
C -4.9947 -1.3949 0.5938
C -4.4883 -1.4820 -0.6731
C -3.1216 -1.2520 -0.8889
N -2.3056 -0.9765 0.0971
C -2.7661 -0.9988 1.3834
C -1.7513 -0.9395 2.3934
O -0.5169 -0.8814 2.0211
H -3.8527 -1.0156 5.0763
H -6.0494 -1.5582 0.7759
H -5.1231 -1.7301 -1.5129
H -2.6940 -1.2998 -1.8850
F -2.1466 -3.9786 -0.2325
B -1.0763 -3.8902 -1.1182
F -0.0597 -4.7823 -0.7998
F -1.4774 -3.9553 -2.4452
F -0.4922 -2.5080 -0.9427
*
```

## Properties
- Largest force on an atom: 1.71 eV/A
- Orbital gap (alpha / beta): 6.7848 / 7.2155 eV

Density functional theory data (ωB97M-V with the def2-TZVPD basis set) for a structure of composition C45H33N8O4RhS3 in a non-equilibrium geometry.

Structure (ORCA input):
```
! RIJCOSX wB97M-V def2-TZVPD def2/J DEFGRID3
* xyz 0 5
Rh 0.5967 0.6417 -2.5698
N 0.7483 -1.3437 -1.8008
S 0.8011 -2.2451 -0.6641
N 0.3937 -1.8353 0.8787
S -0.7977 -0.9573 1.3135
N -0.5748 0.5260 1.6366
S 0.0798 1.6837 0.6571
N 0.0195 1.5897 -0.7926
C -0.7919 3.0978 1.2779
C -1.1905 3.2147 2.6038
C -1.8290 4.3786 2.9994
C -2.0574 5.3992 2.0807
C -1.6533 5.2677 0.7602
C -1.0113 4.1061 0.3523
C 1.7349 1.8250 1.3026
C 2.1551 2.9343 2.0168
C 3.4992 3.0401 2.3558
C 4.3963 2.0547 1.9773
C 3.9597 0.9489 1.2554
C 2.6265 0.8342 0.9061
C -2.2262 -1.2628 0.2968
C -2.8601 -2.4948 0.4432
C -3.9600 -2.7718 -0.3455
C -4.4048 -1.8358 -1.2732
C -3.7552 -0.6207 -1.4161
C -2.6585 -0.3179 -0.6182
C -1.2853 -1.6001 2.8929
C -2.2120 -0.8765 3.6302
C -2.6272 -1.3861 4.8480
C -2.1163 -2.5940 5.3100
C -1.1912 -3.3004 4.5574
C -0.7691 -2.8049 3.3307
C -0.1764 -3.7160 -0.9386
C -0.1360 -4.7986 -0.0714
C -0.9459 -5.8918 -0.3314
C -1.7772 -5.8899 -1.4474
C -1.7973 -4.8025 -2.3077
C -0.9874 -3.7021 -2.0595
C 2.4476 -2.8330 -0.3014
C 3.3062 -2.8338 -1.3913
C 4.6287 -3.2066 -1.2084
C 5.0767 -3.5766 0.0509
C 4.2093 -3.5652 1.1362
C 2.8871 -3.1855 0.9681
H -0.9999 2.4152 3.3071
H -2.1511 4.4912 4.0264
H -2.5567 6.3049 2.3998
H -1.8295 6.0566 0.0393
H -0.6926 3.9766 -0.6753
H 1.4598 3.7143 2.2955
H 3.8422 3.9070 2.9049
H 5.4452 2.1529 2.2237
H 4.6630 0.1922 0.9354
H 2.2903 0.0003 0.3022
H -2.5006 -3.2290 1.1530
H -4.4638 -3.7240 -0.2440
H -5.2616 -2.0600 -1.8955
H -4.0813 0.0891 -2.1639
H -2.1342 0.6204 -0.7453
H -2.5958 0.0639 3.2564
H -3.3493 -0.8393 5.4392
H -2.4433 -2.9844 6.2647
H -0.7941 -4.2383 4.9214
H -0.0514 -3.3389 2.7236
H 0.5250 -4.7949 0.7870
H -0.9231 -6.7499 0.3278
H -2.4048 -6.7485 -1.6491
H -2.4426 -4.8049 -3.1765
H -0.9859 -2.8335 -2.7089
H 2.9465 -2.5043 -2.3577
H 5.3118 -3.1806 -2.0463
H 6.1125 -3.8559 0.1934
H 4.5681 -3.8330 2.1214
H 2.2194 -3.1281 1.8161
O -3.1087 6.5077 -4.1199
C -2.1939 6.3601 -3.2595
O -1.9077 7.0611 -2.2888
C -1.4066 5.0588 -3.4387
C -0.0465 5.0362 -3.1528
C 0.6188 3.8253 -3.1651
N -0.0160 2.6797 -3.4144
C -1.3116 2.6983 -3.7243
C -2.0402 3.8719 -3.7856
C -1.9555 1.3390 -3.9115
O -3.1094 1.2470 -4.2818
O -1.1941 0.3331 -3.5912
H 0.4617 5.9510 -2.8788
H 1.6731 3.7442 -2.9286
H -3.0877 3.8535 -4.0512
N 2.6726 1.0187 -2.7046
C 3.7472 0.6738 -2.3797
N 4.8516 0.1648 -2.0230
C 5.9322 0.8288 -1.6601
N 6.9246 1.3164 -1.3169
*
```

## Properties
- Largest force on an atom: 3.40 eV/A
- Orbital gap (alpha / beta): 6.6853 / 4.0901 eV

Density functional theory data (ωB97M-V with the def2-TZVPD basis set) for a structure of composition C45H35AuN2OP in a non-equilibrium geometry.

Structure (ORCA input):
```
! RIJCOSX wB97M-V def2-TZVPD def2/J DEFGRID3
* xyz -1 1
Au 0.8684 -1.0034 -0.9445
C 1.3243 -1.0934 3.4069
C 1.8937 0.1634 3.4919
C 1.4782 1.1420 2.6097
C 0.5012 0.8880 1.6483
C -0.1388 -0.3802 1.5733
C 0.3251 -1.3425 2.4778
C 0.3212 1.9423 0.6244
C 0.4378 3.3242 0.9469
C 0.5158 4.2384 -0.0579
C 0.4555 3.8112 -1.4072
C 0.6301 4.6654 -2.5172
C 0.5093 4.1758 -3.7890
C 0.1826 2.8218 -4.0075
C 0.0378 1.9624 -2.9536
C 0.2031 2.4351 -1.6317
N 0.1598 1.5450 -0.6132
H 1.6502 -1.8808 4.0766
H 2.6752 0.3766 4.2105
H 1.9577 2.1120 2.6304
H -0.0940 -2.3380 2.4593
H 0.4348 3.6297 1.9846
H 0.6066 5.2971 0.1599
H 0.8795 5.7064 -2.3429
H 0.6658 4.8288 -4.6388
H 0.0520 2.4624 -5.0204
H -0.1797 0.9101 -3.0864
C 5.2536 1.3457 1.2946
C 4.3431 1.9136 0.4159
C 3.5482 1.1135 -0.3891
C 3.6673 -0.2787 -0.3622
C 4.6151 -0.8375 0.5055
C 5.3766 -0.0378 1.3392
N 2.8699 -1.0982 -1.1762
C 3.4994 -1.8824 -2.1072
C 4.8029 -1.6009 -2.5751
C 5.3858 -2.3636 -3.5710
C 4.7193 -3.4463 -4.1301
C 3.4374 -3.7407 -3.6778
C 2.8351 -2.9760 -2.6976
H 5.8702 1.9703 1.9302
H 4.2513 2.9926 0.3524
H 2.8439 1.5606 -1.0779
H 4.7355 -1.9141 0.5160
H 6.0773 -0.4941 2.0295
H 5.3345 -0.7520 -2.1653
H 6.3767 -2.1015 -3.9262
H 5.1843 -4.0402 -4.9075
H 2.8999 -4.5836 -4.0980
H 1.8278 -3.1961 -2.3638
O -1.2116 -0.8918 -0.8879
P -1.8206 -0.6650 0.4938
C -2.4119 0.9822 1.1494
C -2.8288 1.9493 0.2390
C -3.2591 3.1891 0.6802
C -3.3478 3.4497 2.0418
C -2.9697 2.4788 2.9572
C -2.4778 1.2595 2.5107
C -3.6511 -0.8252 -0.2233
C -3.9132 -1.0731 -1.5688
C -5.2140 -1.1400 -2.0574
C -6.2906 -0.9544 -1.2051
C -6.0548 -0.7202 0.1438
C -4.7546 -0.6621 0.6182
C -2.1449 -2.2430 1.3941
C -1.7102 -3.3685 0.6953
C -1.8525 -4.6383 1.2345
C -2.4399 -4.8006 2.4806
C -2.8807 -3.6858 3.1797
C -2.7327 -2.4159 2.6431
H -2.7983 1.7168 -0.8196
H -3.5313 3.9595 -0.0316
H -3.7157 4.4074 2.3906
H -3.0511 2.6775 4.0195
H -2.1312 0.5176 3.2213
H -3.0787 -1.2059 -2.2460
H -5.3836 -1.3309 -3.1116
H -7.3046 -0.9877 -1.5863
H -6.8857 -0.5709 0.8247
H -4.5900 -0.4696 1.6734
H -1.2404 -3.2345 -0.2717
H -1.4920 -5.5004 0.6867
H -2.5517 -5.7902 2.9068
H -3.3254 -3.8083 4.1604
H -3.0621 -1.5572 3.2159
*
```

## Properties
- Largest force on an atom: 1.46 eV/A
- Orbital gap: 6.3812 eV

Energy above the lowest of the compared OMol25 structures with the same formula, charge and spin
In order: 0.404 0.000 0.438
Unit: eV